1.
C19H19N3O5S in the gas phase, computed with ωB97M-V/def2-TZVPD.

Geometry (Å):
C 8.118 1.937 -0.008
O 7.462 1.008 -0.838
C 6.168 0.692 -0.564
C 5.420 1.212 0.486
C 4.106 0.820 0.675
C 3.518 -0.099 -0.183
N 2.194 -0.542 -0.035
C 1.260 -0.150 0.866
O 1.398 0.680 1.735
C -0.043 -0.883 0.616
C -1.152 -0.169 0.270
C -2.421 -0.788 0.082
C -3.636 0.023 0.020
C -3.714 1.306 0.571
C -4.879 2.032 0.490
C -6.007 1.507 -0.150
O -7.095 2.310 -0.182
C -8.272 1.839 -0.797
C -5.939 0.225 -0.694
C -4.770 -0.502 -0.600
N -2.565 -2.079 -0.001
S -1.279 -3.024 -0.189
O -1.474 -4.300 0.410
O -0.802 -2.978 -1.540
N -0.055 -2.223 0.730
C 0.966 -3.006 1.373
C 4.265 -0.622 -1.238
C 5.572 -0.233 -1.426
H 9.124 2.033 -0.413
H 8.177 1.581 1.025
H 7.625 2.914 -0.030
H 5.846 1.928 1.170
H 3.536 1.232 1.491
H 1.893 -1.207 -0.737
H -1.062 0.902 0.197
H -2.869 1.727 1.094
H -4.952 3.019 0.920
H -8.654 0.943 -0.299
H -8.112 1.626 -1.859
H -8.998 2.644 -0.697
H -6.791 -0.213 -1.190
H -4.707 -1.495 -1.014
H 0.482 -3.928 1.692
H 1.369 -2.475 2.235
H 1.777 -3.260 0.685
H 3.815 -1.336 -1.912
H 6.159 -0.631 -2.238

Cartesian forces (eV/Å) of the 2 atoms listed first:
0.09 0.14 0.12
-0.14 -0.20 -0.18

Its calculated total energy is -1674.05622 Eh. For the largest force on an atom, the calculation gives 1.20 eV Å⁻¹. The value obtained for the LUMO energy is -0.47 eV. The frontier orbital gap is 7.83 eV. For the energy above the lowest of the compared OMol25 structures with the same formula, charge and spin, the calculation gives 287.7 kJ/mol. Its structure (SMILES) is COc1ccc(NC(=O)C2=CC(c3ccc(OC)cc3)=NS(=O)(=O)N2C)cc1. Its charge is 0.

---

2.
2 unconnected molecules or ions with the total composition H4S2, computed with ωB97M-V/def2-TZVPD.

Geometry (Å):
S 2.487 1.532 -0.293
H 1.760 0.840 0.632
H 1.434 1.923 -1.039
S -1.974 -2.015 0.422
H -0.881 -1.205 0.280
H -2.826 -1.074 -0.002

Cartesian forces (eV/Å) of the 2 atoms listed first:
0.38 0.14 0.00
-0.25 0.00 -0.19

Its calculated total energy is -798.71471 Eh. For the largest force on an atom, the calculation gives 0.41 eV Å⁻¹. The value obtained for the LUMO energy (spin up / spin down) is 3.84 / 3.78 eV. The frontier orbital gap (spin up / spin down) is 2.95 / 9.49 eV. For the energy above the lowest of the compared OMol25 structures with the same formula, charge and spin, the calculation gives 0.0 kJ/mol. As for the expectation value of S²: 0.751. As for the multiplicity: 2. Its charge is -1.

---

3.
2 unconnected molecules or ions with the total composition C2HBrF2S, computed with ωB97M-V/def2-TZVPD.

Geometry (Å):
C 0.634 -0.355 -0.544
C -0.353 0.146 0.482
F -0.307 1.904 0.011
F -0.172 0.131 1.727
S 1.403 -1.794 -0.137
Br -2.166 -0.275 -0.090
H 0.961 0.243 -1.450

Cartesian forces (eV/Å) of the 2 atoms listed first:
2.37 -2.15 1.23
-1.42 4.10 -4.24

Its calculated total energy is -3248.63951 Eh. For the largest force on an atom, the calculation gives 6.07 eV Å⁻¹. The value obtained for the LUMO energy (spin up / spin down) is -1.87 / -1.88 eV. The frontier orbital gap (spin up / spin down) is 8.16 / 8.16 eV. For the energy above the lowest of the compared OMol25 structures with the same formula, charge and spin, the calculation gives 189.0 kJ/mol. Its charge is 0.

---

4.
2 unconnected molecules or ions with the total composition H3N3, computed with ωB97M-V/def2-TZVPD.

Geometry (Å):
N -1.378 -0.505 -0.321
N -0.758 0.080 0.489
N 1.343 -0.010 -0.199
H -2.489 -0.482 -0.246
H 1.686 -0.015 0.790
H 1.596 0.932 -0.514

Cartesian forces (eV/Å) of the 2 atoms listed first:
-0.52 0.66 1.27
-2.61 -0.79 -0.64

Its calculated total energy is -165.89497 Eh. For the largest force on an atom, the calculation gives 2.80 eV Å⁻¹. The value obtained for the LUMO energy (spin up / spin down) is 1.19 / -0.79 eV. The frontier orbital gap (spin up / spin down) is 8.93 / 9.78 eV. For the energy above the lowest of the compared OMol25 structures with the same formula, charge and spin, the calculation gives 0.0 kJ/mol. As for the expectation value of S²: 2.010. As for the multiplicity: 3. Its charge is 0.

---

5.
C28H34N4O6 in the gas phase, computed with ωB97M-V/def2-TZVPD.

Geometry (Å):
C -3.555 2.661 1.484
O -2.726 1.796 0.740
C -1.756 1.046 1.319
C -1.109 0.198 0.415
C -0.093 -0.639 0.831
C 0.629 -1.584 -0.061
O 1.133 -2.610 0.369
N 0.761 -1.289 -1.384
C 0.254 -0.242 -2.180
C -0.513 -0.491 -3.262
C -1.023 -1.754 -3.699
C -1.086 -2.960 -3.028
N -1.669 -3.911 -3.802
C -1.909 -5.273 -3.423
C -2.003 -3.354 -5.010
C -2.609 -3.923 -6.122
C -2.829 -3.110 -7.213
C -2.455 -1.764 -7.203
C -1.850 -1.196 -6.103
C -1.619 -1.994 -4.985
C 0.677 1.162 -1.919
O 0.169 2.104 -2.498
N 1.703 1.302 -1.044
C 2.142 2.601 -0.595
C 1.775 2.882 0.866
N 2.835 2.557 1.809
C 3.265 1.169 1.739
C 4.352 0.909 2.782
O 3.903 1.202 4.083
C 3.515 2.555 4.159
C 2.402 2.871 3.164
C 0.272 -0.662 2.177
C -0.338 0.185 3.087
O 0.009 0.257 4.403
C 1.047 -0.570 4.884
C -1.365 1.058 2.665
O -1.954 1.949 3.535
C -2.473 1.443 4.751
H -4.163 2.114 2.209
H -4.208 3.124 0.744
H -2.979 3.432 2.000
H -1.462 0.214 -0.602
H 1.161 -2.059 -1.913
H -0.766 0.367 -3.868
H -0.795 -3.202 -2.024
H -1.539 -5.437 -2.412
H -2.978 -5.495 -3.450
H -1.394 -5.956 -4.104
H -2.900 -4.963 -6.134
H -3.300 -3.519 -8.095
H -2.646 -1.162 -8.078
H -1.563 -0.156 -6.105
H 2.047 0.486 -0.564
H 1.630 3.316 -1.243
H 3.222 2.708 -0.733
H 1.581 3.952 0.981
H 0.841 2.342 1.102
H 3.691 0.975 0.754
H 2.422 0.480 1.915
H 4.637 -0.145 2.782
H 5.233 1.526 2.547
H 3.173 2.720 5.182
H 4.382 3.200 3.953
H 2.163 3.935 3.214
H 1.499 2.299 3.438
H 1.039 -1.356 2.480
H 2.012 -0.301 4.443
H 0.834 -1.628 4.706
H 1.086 -0.386 5.956
H -1.689 1.288 5.493
H -3.169 2.203 5.107
H -3.010 0.503 4.591

Cartesian forces (eV/Å) of the 2 atoms listed first:
-0.29 0.36 0.14
0.26 -0.19 -0.04

Its calculated total energy is -1757.80936 Eh. For the largest force on an atom, the calculation gives 0.91 eV Å⁻¹. The value obtained for the LUMO energy is 0.53 eV. The frontier orbital gap is 8.21 eV. For the energy above the lowest of the compared OMol25 structures with the same formula, charge and spin, the calculation gives 480.3 kJ/mol. Its structure (SMILES) is COc1cc(C(=O)N/C(=C\c2cn(C)c3ccccc23)C(=O)NCCN2CCOCC2)cc(OC)c1OC. Its charge is 0.

---

6.
8 unconnected molecules or ions with the total composition C53H60BBrN8O5S, computed with ωB97M-V/def2-TZVPD.

Geometry (Å):
C 3.088 -1.651 1.531
C 2.927 -1.112 0.440
C 2.556 -0.580 -1.003
C 1.160 0.233 -0.991
C 0.331 -0.097 -2.306
C -0.954 -1.017 -2.192
C -1.355 -1.239 -3.765
C -1.642 -2.631 -4.297
C -1.937 -2.611 -5.756
C -1.931 -1.335 -6.484
N -1.727 -0.035 -6.058
C -1.449 -0.099 -4.696
O -0.709 -2.371 -1.779
S -0.085 -2.659 -0.289
O 0.683 -3.926 -0.429
O -1.258 -3.063 0.859
C -2.459 -2.365 0.346
C -2.268 -0.806 0.132
C -2.233 -0.320 -1.427
C -3.617 -0.845 -2.006
C -4.298 -0.032 -3.172
C -5.903 0.127 -3.040
Br -6.483 2.033 -3.109
C -2.084 1.252 -1.366
B -3.308 2.082 -0.724
O -4.609 1.607 -0.474
O -3.031 3.449 -0.316
H 2.835 -2.145 2.511
H 3.410 0.068 -1.390
H 2.527 -1.490 -1.671
H 0.617 0.092 -0.015
H 1.476 1.331 -1.015
H 1.049 -0.666 -2.993
H 0.176 0.893 -2.826
H -1.654 -3.599 -3.737
H -2.161 -3.575 -6.293
H -2.131 -1.415 -7.603
H -1.277 0.932 -4.249
H -2.828 -2.953 -0.538
H -3.231 -2.544 1.169
H -1.362 -0.364 0.671
H -3.155 -0.343 0.686
H -4.356 -0.870 -1.132
H -3.547 -1.936 -2.339
H -3.903 1.008 -3.363
H -4.133 -0.612 -4.140
H -6.422 -0.377 -3.918
H -6.276 -0.391 -2.104
H -1.925 1.690 -2.411
H -1.164 1.605 -0.782
H -5.201 2.393 -0.350
H -2.267 3.345 0.296
N 5.122 2.368 3.617
C 4.974 1.311 2.805
C 6.025 0.517 2.374
C 7.305 0.835 2.802
C 7.486 1.924 3.640
C 6.369 2.652 4.017
H 3.955 1.105 2.495
H 5.846 -0.327 1.720
H 8.153 0.238 2.486
H 8.471 2.201 3.993
H 6.460 3.511 4.675
N 3.791 7.544 4.183
C 4.106 6.247 4.073
C 3.276 5.214 4.481
C 2.050 5.540 5.039
C 1.701 6.876 5.166
C 2.600 7.833 4.724
H 5.076 6.042 3.634
H 3.583 4.181 4.365
H 1.373 4.761 5.372
H 0.752 7.168 5.598
H 2.371 8.891 4.798
N 4.053 -2.838 5.050
C 3.990 -1.719 5.784
C 3.142 -1.553 6.867
C 2.304 -2.603 7.211
C 2.347 -3.771 6.466
C 3.234 -3.838 5.403
H 4.662 -0.925 5.474
H 3.136 -0.627 7.426
H 1.625 -2.512 8.051
H 1.708 -4.611 6.704
H 3.307 -4.733 4.793
N -7.232 3.080 0.429
C -7.065 4.110 1.270
C -8.074 4.623 2.069
C -9.330 4.043 1.992
C -9.529 2.977 1.128
C -8.453 2.536 0.374
H -6.065 4.532 1.292
H -7.881 5.456 2.733
H -10.146 4.417 2.600
H -10.496 2.500 1.041
H -8.557 1.703 -0.314
N 10.473 3.925 3.435
C 11.311 3.583 4.423
C 12.323 4.403 4.896
C 12.481 5.651 4.313
C 11.628 6.029 3.288
C 10.646 5.135 2.890
H 11.150 2.596 4.845
H 12.969 4.075 5.699
H 13.261 6.322 4.654
H 11.722 6.995 2.808
H 9.952 5.387 2.094
N -5.490 -2.147 -5.496
C -5.531 -3.375 -4.960
C -6.248 -4.431 -5.501
C -6.968 -4.206 -6.664
C -6.944 -2.945 -7.239
C -6.193 -1.958 -6.621
H -4.954 -3.502 -4.050
H -6.242 -5.403 -5.025
H -7.542 -5.006 -7.117
H -7.495 -2.733 -8.146
H -6.141 -0.956 -7.035
N -2.346 -6.963 -3.632
C -2.518 -7.995 -4.468
C -1.486 -8.795 -4.929
C -0.197 -8.510 -4.506
C 0.010 -7.445 -3.643
C -1.091 -6.707 -3.236
H -3.544 -8.177 -4.773
H -1.685 -9.619 -5.602
H 0.639 -9.111 -4.846
H 1.002 -7.193 -3.292
H -0.982 -5.867 -2.558

Cartesian forces (eV/Å) of the 2 atoms listed first:
-1.47 0.37 -0.59
-0.35 -0.24 -0.40

Its calculated total energy is -5866.71194 Eh. For the largest force on an atom, the calculation gives 5.21 eV Å⁻¹. The value obtained for the LUMO energy is 0.31 eV. The frontier orbital gap is 9.33 eV. Its charge is 0.